P | Molecular formula: C3H3PS
Method: DFT, the ωB97M-V functional and the def2-TZVPD basis

For the HOMO energy (alpha / beta), the calculation gives -7.9 / -7.6 eV. The gap between HOMO and LUMO (alpha / beta) comes out at 6.5 / 6.3 eV. The net charge is 0. As for the LUMO energy (alpha / beta): -0.0527 / -0.0466 Eh. Its spin multiplicity is 1.

Cartesian coordinates (Å):
C1 0.2054 -0.6281 -0.3334
C2 0.8673 -1.1403 0.7183
C3 -0.3980 0.7811 -0.0747
P1 -0.3164 -0.9959 -2.0787
S1 1.4542 -1.6424 2.0411
H1 0.1878 1.5766 -0.4343
H2 -0.7686 0.9995 0.9775
H3 -1.2316 1.0495 -0.8158

Computed natural (NBO) charges, given in elementary charges: -0.600 -0.041 -0.620 0.359 0.222 0.221 0.228 0.230

***

Q | Molecular formula: C3H3PS
Method: DFT, the ωB97M-V functional and the def2-TZVPD basis

For the HOMO energy, the calculation gives -7.8 eV. As for the SMILES: Cc1pc1=S. The gap between HOMO and LUMO comes out at 6.6 eV. The net charge is 0. As for the LUMO energy: -0.0425 Eh. Its spin multiplicity is 1.

Cartesian coordinates (Å):
C1 1.3102 0.0836 0.0015
C2 -0.3016 0.3140 -0.0874
P1 -1.5261 1.5523 0.0099
C3 -1.5045 -0.3535 -0.1355
S1 -2.6488 -1.5192 -0.0214
H1 1.5482 -0.3979 -0.8358
H2 1.4291 -0.6973 0.7706
H3 1.6935 1.0180 0.2981

Computed natural (NBO) charges, given in elementary charges: -0.611 -0.315 0.629 -0.354 -0.041 0.228 0.232 0.231

***

Most stable: Q. Least stable: P.

***

P | Molecular formula: C5H7FS2
Method: DFT, the ωB97M-V functional and the def2-TZVPD basis

For the HOMO energy, the calculation gives -8.9 eV. As for the SMILES: F[C@@]12CSCS[C@@H]1C2. The gap between HOMO and LUMO comes out at 9.6 eV. The net charge is 0. As for the LUMO energy: 0.0251 Eh. Its spin multiplicity is 1.

Cartesian coordinates (Å):
F1 -0.6591 -1.8100 -0.8829
C1 -0.7283 -0.5417 -0.2547
C2 -0.9544 -0.4198 1.2340
S1 0.7765 -0.9924 1.7357
C3 1.9548 0.0236 0.7122
S2 1.2476 1.5408 -0.0738
C4 0.1639 0.3502 -0.9099
C5 -1.3263 0.5385 -1.0840
H1 -1.1618 0.5830 1.5385
H2 -1.5805 -1.1827 1.5054
H3 2.3858 -0.4520 -0.0998
H4 2.9093 0.4653 1.1104
H5 0.5907 0.1159 -1.8225
H6 -1.6586 0.4281 -1.9857
H7 -1.9595 1.3533 -0.7230

natural (NBO) population analysis, charges in e, atoms 1 to 8: -0.350 0.326 -0.490 0.166 -0.657 0.211 -0.383 -0.445

***

Q | Molecular formula: C5H7FS2
Method: DFT, the ωB97M-V functional and the def2-TZVPD basis

For the HOMO energy, the calculation gives -8.5 eV. The gap between HOMO and LUMO comes out at 8.2 eV. The net charge is 0. As for the LUMO energy: -0.0114 Eh. Its spin multiplicity is 1.

Cartesian coordinates (Å):
C1 -0.0910 1.7414 1.6660
C2 -0.5179 0.5406 0.8616
C3 0.5610 0.0036 -0.0428
C4 -0.3071 -1.0331 -1.9017
C5 0.4833 -1.4022 -0.6103
H1 -0.9424 2.1350 2.2318
H2 0.6989 1.4695 2.4402
H3 0.3422 2.4558 1.0259
H4 1.5389 0.2567 0.4111
H5 -1.4093 -1.1549 -1.7219
H6 -0.0359 -1.6034 -2.8563
H7 1.4656 -1.6540 -0.9039
F1 -0.0773 -2.3479 0.1956
S1 -2.0292 -0.0780 0.9658
S2 0.3201 0.6710 -1.7610

natural (NBO) population analysis, charges in e, atoms 1 to 8: -0.684 -0.054 -0.419 -0.550 0.202 0.242 0.231 0.227

***

R | Molecular formula: C5H7FS2
Method: DFT, the ωB97M-V functional and the def2-TZVPD basis

For the HOMO energy, the calculation gives -9.0 eV. As for the SMILES: F[C@@H]1C[C@H]2S[C@@H]2[C@@H]1S. The gap between HOMO and LUMO comes out at 9.7 eV. The net charge is 0. As for the LUMO energy: 0.0265 Eh. Its spin multiplicity is 1.

Cartesian coordinates (Å):
F1 -1.9402 0.5842 -0.5959
C1 -0.8779 0.6220 0.2443
C2 0.3563 1.3501 -0.4165
C3 1.1866 0.0940 -0.7150
S1 2.6483 -0.8551 -0.3476
C4 1.1112 -0.5830 0.5597
C5 -0.3935 -0.8917 0.6665
S2 -1.0050 -2.2108 -0.3988
H1 -1.1652 1.1488 1.1776
H2 0.8919 2.0058 0.2839
H3 0.0438 1.8398 -1.3084
H4 0.7404 -0.4752 -1.5205
H5 1.3561 0.0105 1.4522
H6 -0.7241 -1.0496 1.6382
H7 -2.2287 -1.5897 -0.7197

natural (NBO) population analysis, charges in e, atoms 1 to 8: -0.351 0.224 -0.442 -0.357 0.233 -0.343 -0.371 -0.034

***

Most stable: Q. Least stable: R.

***

P | Molecular formula: C5H15N3
Method: DFT, the ωB97M-V functional and the def2-TZVPD basis

For the HOMO energy, the calculation gives -8.7 eV. As for the SMILES: CNC[C@H](N)CCN. The gap between HOMO and LUMO comes out at 9.7 eV. The net charge is 0. As for the LUMO energy: 0.0373 Eh. Its spin multiplicity is 1.

Cartesian coordinates (Å):
C1 -0.7774 0.1403 3.4015
N1 0.0869 -0.3637 2.3234
C2 -0.0475 0.4489 1.1311
C3 0.8471 0.0548 -0.0561
N2 1.2935 1.2353 -0.8010
C4 0.1917 -1.0255 -0.9288
C5 -0.8856 -0.4708 -1.8926
N3 -0.4235 -0.2678 -3.2703
H1 -1.8439 0.0912 3.1694
H2 -0.5716 -0.3233 4.3591
H3 -0.5510 1.2017 3.5904
H4 -0.1925 -1.3400 2.2034
H5 -1.0984 0.5147 0.8099
H6 0.1006 1.4664 1.5389
H7 1.7638 -0.4075 0.4581
H8 2.1973 1.5539 -0.4833
H9 0.6701 2.0285 -0.6388
H10 -0.1675 -1.8131 -0.2446
H11 0.9086 -1.5284 -1.6022
H12 -1.1812 0.4991 -1.4305
H13 -1.6690 -1.2225 -1.8294
H14 -1.2163 -0.4809 -3.8424
H15 0.1459 0.5535 -3.3189

natural (NBO) population analysis, charges in e, atoms 1 to 8: -0.418 -0.621 -0.234 -0.061 -0.852 -0.419 -0.222 -0.873

***

Q | Molecular formula: C5H15N3
Method: DFT, the ωB97M-V functional and the def2-TZVPD basis

For the HOMO energy, the calculation gives -8.4 eV. As for the SMILES: C[C@H](N)CC(C)(N)N. The gap between HOMO and LUMO comes out at 9.4 eV. The net charge is 0. As for the LUMO energy: 0.0366 Eh. Its spin multiplicity is 1.

Cartesian coordinates (Å):
C1 -2.1402 -0.2211 -1.6770
C2 -1.3636 -0.2040 -0.3652
N1 -1.7804 0.9137 0.4714
C3 0.3613 -0.1647 -0.7941
C4 1.1083 0.0266 0.4564
C5 1.1131 -1.0830 1.4882
N2 1.1121 1.3148 0.9948
N3 2.5971 -0.0645 -0.5179
H1 -3.2266 -0.2360 -1.5193
H2 -1.9046 0.6684 -2.2749
H3 -1.8854 -1.1015 -2.2747
H4 -1.5546 -1.1275 0.1900
H5 -2.6902 0.7372 0.8976
H6 -1.8901 1.7508 -0.0973
H7 0.4089 0.6714 -1.4904
H8 0.5231 -1.1372 -1.2577
H9 0.1975 -1.0591 2.0871
H10 1.1924 -2.0614 1.0111
H11 1.9667 -0.9736 2.1659
H12 0.1834 1.7372 0.9638
H13 1.4987 1.3636 1.9288
H14 3.2425 -0.6427 0.0184
H15 2.9308 0.8926 -0.4050

natural (NBO) population analysis, charges in e, atoms 1 to 8: -0.632 -0.052 -0.870 -0.386 0.306 -0.652 -0.869 -0.896

***

R | Molecular formula: C5H15N3
Method: DFT, the ωB97M-V functional and the def2-TZVPD basis

For the HOMO energy, the calculation gives -8.3 eV. As for the SMILES: C[C@@H](N)CC(C)(N)N. The gap between HOMO and LUMO comes out at 9.3 eV. The net charge is 0. As for the LUMO energy: 0.0357 Eh. Its spin multiplicity is 1.

Cartesian coordinates (Å):
C1 -1.2206 -1.1548 1.6665
C2 -0.4093 0.1245 1.5480
N1 0.9728 -0.0601 1.9982
C3 -0.4773 0.8785 0.0015
C4 0.2817 0.1167 -1.0378
C5 -0.0123 1.2667 -2.3638
N2 1.6591 -0.0436 -0.7996
N3 -0.2433 -1.1366 -1.4068
H1 -2.2539 -0.9935 1.3445
H2 -1.2641 -1.5007 2.7094
H3 -0.7878 -1.9773 1.0893
H4 -0.8829 0.8726 2.1969
H5 1.2162 -1.0488 2.0840
H6 1.0552 0.2990 2.9496
H7 -1.5371 0.9808 -0.2321
H8 -0.0167 1.8465 0.2050
H9 0.1328 0.7639 -3.3274
H10 -0.9930 1.7451 -2.4501
H11 0.7500 2.0506 -2.3073
H12 1.8616 -0.7072 -0.0515
H13 2.0646 0.8203 -0.4258
H14 -0.1704 -1.2496 -2.4133
H15 0.2748 -1.8931 -0.9774

natural (NBO) population analysis, charges in e, atoms 1 to 8: -0.628 -0.038 -0.865 -0.414 0.303 -0.635 -0.850 -0.853

***

Most stable: P. Least stable: Q.

***

P | Molecular formula: C5H15N3
Method: DFT, the ωB97M-V functional and the def2-TZVPD basis

For the HOMO energy, the calculation gives -8.8 eV. As for the SMILES: CC(C)(C)NC(N)N. The gap between HOMO and LUMO comes out at 9.7 eV. The net charge is 0. As for the LUMO energy: 0.0344 Eh. Its spin multiplicity is 1.

Cartesian coordinates (Å):
C1 1.1742 1.4027 -0.4553
C2 0.6065 0.0056 -0.6734
C3 1.6460 -0.8956 -1.3346
C4 -0.7499 0.1747 -1.6713
N1 0.2180 -0.5936 0.5795
C5 -1.0192 -0.1292 1.1918
N2 -0.7908 1.1242 1.8652
N3 -1.5944 -1.1203 2.0754
H1 0.4694 2.0073 0.1067
H2 2.1043 1.3474 0.1068
H3 1.3789 1.8686 -1.4161
H4 1.9920 -0.4481 -2.2671
H5 2.5049 -1.0300 -0.6817
H6 1.2303 -1.8768 -1.5579
H7 -0.3889 0.5753 -2.6158
H8 -1.1241 -0.8286 -1.8699
H9 -1.5483 0.8713 -1.4262
H10 0.1484 -1.6000 0.4548
H11 -1.7368 0.0684 0.3135
H12 -0.0534 1.0116 2.5550
H13 -1.6402 1.4047 2.3422
H14 -1.8950 -1.9515 1.5808
H15 -0.9318 -1.3880 2.7978

natural (NBO) population analysis, charges in e, atoms 1 to 8: -0.637 0.165 -0.618 -0.666 -0.668 0.259 -0.845 -0.853

***

Q | Molecular formula: C5H15N3
Method: DFT, the ωB97M-V functional and the def2-TZVPD basis

For the HOMO energy, the calculation gives -8.2 eV. As for the SMILES: CCN(C)[C@H](C)NN. The gap between HOMO and LUMO comes out at 9.3 eV. The net charge is 0. As for the LUMO energy: 0.0392 Eh. Its spin multiplicity is 1.

Cartesian coordinates (Å):
C1 -0.4199 0.9511 -1.9106
C2 -0.4688 -0.4413 -1.2960
N1 -0.8747 -0.4977 0.1097
C3 -1.2867 -1.8564 0.4723
C4 -0.0051 0.1019 1.1350
C5 -0.1570 1.6231 1.2716
N2 1.3818 -0.3898 1.1043
N3 2.2708 0.3966 0.2860
H1 0.4544 1.5180 -1.5868
H2 -1.3230 1.5229 -1.6737
H3 -0.3576 0.8704 -3.0015
H4 -1.2156 -0.9878 -1.8885
H5 0.4764 -0.9683 -1.4687
H6 -2.0575 -2.2262 -0.2139
H7 -1.7419 -1.8771 1.4691
H8 -0.4511 -2.5640 0.4561
H9 -0.3866 -0.2558 2.1018
H10 0.3557 1.9752 2.1747
H11 0.2494 2.1855 0.4295
H12 -1.2139 1.8940 1.3760
H13 1.3684 -1.3805 0.8616
H14 3.2489 0.1923 0.5036
H15 2.1538 0.2137 -0.7116

natural (NBO) population analysis, charges in e, atoms 1 to 8: -0.619 -0.218 -0.467 -0.406 0.103 -0.618 -0.490 -0.679

***

Most stable: P. Least stable: Q.